Arrangement A

Computed, not measured: one molecule with the formula C4H4F2N2, with ωB97M-V/def2-TZVPD.

Last column: Mulliken charge in e.
CARTESIAN COORDINATES (ANGSTROEM)
H 1.7493 -1.0747 1.6524  0.259
N 1.6645 -1.2864 0.6794  -0.666
C 0.7086 -0.5352 0.2068  0.254
N -0.0114 0.0605 1.2187  -0.395
C -0.9345 0.9179 0.5561  -0.389
C -0.8087 0.7113 -0.7247  0.006
F -1.8669 0.7809 -1.6968  -0.303
C 0.1013 -0.3194 -1.1843  0.599
F 1.1224 -0.1126 -2.0335  -0.278
H 0.7429 0.6215 1.9542  0.339
H -1.8709 1.2781 0.9401  0.378
H -0.5967 -1.0419 -1.5684  0.197

Orbital gap   9.731 eV
Multiplicity   1
SMILES string   [H]/N=C1\NC=C(F)[C@H]1F
Highest occupied orbital energy   -9.52 eV

=====

Arrangement B

Computed, not measured: one molecule with the formula C4H4F2N2, with ωB97M-V/def2-TZVPD.

Last column: Mulliken charge in e.
CARTESIAN COORDINATES (ANGSTROEM)
F 1.2391 -1.5920 -1.1924  -0.289
C 0.6092 -1.5930 0.0305  0.286
C 0.5235 -0.1214 0.4562  -0.389
C -0.2973 0.6944 -0.1630  -0.230
C -1.2921 0.0695 -1.0421  0.012
N -1.6479 -1.0951 -1.1822  -0.389
N -0.7627 -2.1100 -0.1038  -0.140
F -0.9009 -3.2924 -0.8374  -0.181
H 1.1867 -2.2164 0.7634  0.294
H 1.4124 0.1648 1.0456  0.295
H 0.0108 1.6703 0.0178  0.379
H -1.7893 0.7315 -1.7903  0.351

Orbital gap   9.926 eV
Multiplicity   1
SMILES string   F[C@H]1C=CC=NN1F
Highest occupied orbital energy   -10.07 eV

=====

Stability, highest: arrangement A

=====

Arrangement A

Computed, not measured: one molecule with the formula C2H7NO2S, with ωB97M-V/def2-TZVPD.

Last column: Mulliken charge in e.
CARTESIAN COORDINATES (ANGSTROEM)
C -0.7756 0.9587 -0.2249  -1.553
C -0.1635 -0.2830 0.2668  0.864
N -0.0487 -1.2044 -0.9236  -0.627
O 1.9047 1.0927 -0.8424  -0.598
O -0.5426 -0.8332 1.4854  -0.505
S 1.7935 0.1383 0.2767  0.206
H -0.9088 1.6713 0.5631  0.355
H -1.7997 0.8786 -0.5664  0.375
H -0.1139 1.2684 -0.9560  0.568
H 2.0896 1.0670 1.3330  0.142
H -0.8294 -0.9656 -1.5303  0.243
H -0.2318 -2.1024 -0.5603  0.235
H -0.3738 -1.6864 1.6789  0.296

Orbital gap   9.008 eV
Multiplicity   1
Highest occupied orbital energy   -8.57 eV

=====

Arrangement B

Computed, not measured: one molecule with the formula C2H7NO2S, with ωB97M-V/def2-TZVPD.

Last column: Mulliken charge in e.
CARTESIAN COORDINATES (ANGSTROEM)
C -1.6849 0.2353 0.5632  -0.914
C -1.0071 0.2409 -0.7444  -0.332
O 0.4422 0.6985 -0.4922  -0.340
S 1.4483 -0.2904 0.2931  0.866
N 2.8609 0.2673 0.2094  -0.653
O 1.1531 -0.7967 1.5724  -0.565
H -1.7981 1.2007 0.9087  0.312
H -2.4722 -0.4505 0.6168  0.380
H -0.9746 -0.2743 1.0853  0.286
H -1.3401 0.7644 -1.6213  0.303
H -0.9880 -0.8377 -1.0975  0.261
H 1.1884 -1.3721 -0.5736  0.146
H 3.1722 0.6146 -0.7200  0.249

Orbital gap   10.749 eV
Multiplicity   1
SMILES string   CCO[S@@H](=N)=O
Highest occupied orbital energy   -10.12 eV

=====

Stability, highest: arrangement A

=====

Arrangement A

Computed, not measured: a 9-piece molecular cluster, C14H46O9 overall, with ωB97M-V/def2-TZVPD.

Last column: Mulliken charge in e.
CARTESIAN COORDINATES (ANGSTROEM)
C -1.4874 2.6735 -5.0922  -1.434
C -0.3354 2.1795 -4.1972  0.789
O 0.6326 3.1455 -4.1142  -0.577
H -2.1004 3.4715 -4.5652  0.274
H -2.2844 1.9555 -5.3962  0.314
H -1.0114 3.0625 -5.9392  0.414
H 0.1146 1.5135 -4.8672  0.232
H -0.5134 1.8235 -3.1102  -0.340
H 1.1126 2.8865 -3.2432  0.347
C 1.8446 -3.5365 3.4398  -0.512
C 1.9546 -3.9085 1.9218  -0.235
O 2.8336 -3.0505 1.2728  -0.479
H 2.7756 -3.4425 3.9768  0.364
H 1.2556 -4.3345 3.8548  0.409
H 1.3366 -2.6065 3.6688  -0.335
H 1.0486 -3.7365 1.4108  0.235
H 2.3806 -4.9175 1.7838  0.313
H 2.7176 -3.0535 0.3828  0.260
C 3.0836 -1.7935 -4.2232  -1.397
C 2.1536 -1.2565 -3.1122  0.412
O 2.7226 -1.2865 -1.8502  -0.630
H 3.3706 -2.7525 -3.8502  0.341
H 4.0506 -1.2825 -4.1712  0.329
H 2.6216 -1.8505 -5.1462  0.409
H 1.1876 -1.8055 -2.9452  0.151
H 1.9506 -0.1615 -3.2562  0.003
H 1.9326 -1.2425 -1.2752  0.294
C -0.8664 -0.0385 -0.9072  0.141
C -0.6144 -1.3655 -0.4992  -0.781
O 0.6956 -1.5835 -0.1862  -0.322
H -1.7524 -0.0645 -1.4972  0.572
H 0.0366 0.3575 -1.3682  -0.252
H -1.1614 0.5835 -0.0432  -0.070
H -0.8364 -1.9425 -1.4012  0.377
H -1.2794 -1.7515 0.3128  0.222
H 0.8986 -1.1525 0.6358  0.153
C -1.3914 -1.3475 3.4948  -0.247
C -0.9314 -1.7155 4.9498  -0.676
O -1.1164 -3.1165 5.1978  -0.548
H -2.5214 -1.3885 3.3878  0.326
H -0.9134 -1.8785 2.7028  -0.032
H -1.2394 -0.2645 3.2078  0.160
H -1.3814 -1.0735 5.6998  0.382
H 0.0916 -1.4835 5.0448  0.327
H -0.2724 -3.5075 5.3908  0.328
C -3.6554 1.0125 1.9928  -0.215
O -2.4714 1.6945 2.4308  -0.452
H -3.8904 1.4225 1.0688  0.047
H -4.5114 0.8235 2.7178  0.297
H -3.3064 0.0075 1.7148  0.073
H -2.6124 2.6695 2.4008  0.293
C -3.3084 2.9015 -1.4452  0.140
O -3.9744 4.1275 -1.1972  -0.563
H -4.0124 2.1365 -1.2432  0.300
H -2.4244 2.8875 -0.7892  -0.028
H -2.7974 2.8585 -2.3702  -0.151
H -3.4264 4.8365 -1.1412  0.288
C 0.8676 3.2195 -0.2062  -0.320
O -0.2364 3.3855 0.6598  -0.490
H 0.5716 3.4025 -1.2162  0.276
H 1.1316 2.2025 -0.3162  -0.200
H 1.7476 3.6745 0.2078  0.403
H 0.0066 2.7635 1.4078  0.292
C 2.8136 0.1555 1.4088  -0.491
O 1.6026 -0.1465 2.0028  -0.425
H 2.7946 -0.1085 0.3378  0.205
H 3.6696 -0.3145 1.9168  0.262
H 2.8896 1.2255 1.4358  0.271
H 1.7396 -0.7995 2.7408  0.178

Orbital gap   10.140 eV
Multiplicity   1
SMILES string   CCO.CCO.CCO.CCO.CCO.CO.CO.CO.CO
Highest occupied orbital energy   -9.62 eV

=====

Arrangement B

Computed, not measured: a 9-piece molecular cluster, C14H46O9 overall, with ωB97M-V/def2-TZVPD.

Last column: Mulliken charge in e.
CARTESIAN COORDINATES (ANGSTROEM)
C 5.3528 0.6587 0.7355  -0.841
C 5.2465 0.5887 -0.7579  0.047
O 5.5426 -0.7609 -1.1969  -0.557
H 5.2283 1.7046 0.9833  0.315
H 6.3011 0.2676 1.0495  0.375
H 4.5211 0.1475 1.2236  0.017
H 5.9449 1.3360 -1.1888  0.279
H 4.2408 0.9251 -0.9604  0.055
H 5.0942 -0.9247 -2.0577  0.310
C -3.7365 -3.2128 -0.5795  -1.198
C -2.7041 -2.9180 0.5580  -0.137
O -1.4694 -2.6450 -0.0445  -0.614
H -3.2781 -3.8599 -1.3097  0.271
H -3.9901 -2.2477 -1.0734  0.214
H -4.5612 -3.7127 -0.1689  0.474
H -2.5461 -3.7790 1.2384  0.412
H -3.0560 -2.1502 1.2059  0.186
H -0.8896 -2.2650 0.6177  0.100
C -0.9728 4.0031 -2.5804  -1.291
C -0.9519 2.5083 -2.6289  0.218
O -2.2790 2.0616 -2.1995  -0.672
H -0.8990 4.3552 -1.5201  0.293
H -1.8489 4.3420 -3.0542  0.347
H -0.0941 4.4165 -3.0370  0.416
H -0.1637 2.0972 -1.9852  -0.064
H -0.7459 2.1077 -3.6255  0.471
H -2.2764 1.0535 -2.1076  0.197
C 2.1772 1.8197 3.9036  -1.061
C 0.6371 1.6719 3.5569  0.399
O 0.0893 0.4458 4.1387  -0.590
H 2.1312 2.0440 4.9622  0.388
H 2.6186 2.6456 3.3308  0.272
H 2.7324 0.9489 3.6636  0.247
H 0.5042 1.5782 2.4934  -0.304
H 0.1593 2.5533 4.0200  0.488
H 0.0759 0.5720 5.0884  0.294
C -2.8216 -0.7596 -4.3251  -1.325
C -2.0954 -1.6186 -3.3002  0.010
O -2.1187 -0.9451 -2.0018  -0.439
H -2.4376 0.2535 -4.5107  0.209
H -3.8760 -0.6393 -4.0452  0.303
H -2.6799 -1.1790 -5.2550  0.500
H -1.0451 -1.7363 -3.6618  0.245
H -2.6164 -2.5946 -3.1946  0.234
H -1.7660 -1.6108 -1.3379  0.292
C -3.2737 1.2254 1.3554  -1.615
C -1.8582 1.0765 0.7772  1.917
O -1.4151 2.4273 0.4289  -0.783
H -3.9183 1.3892 0.4900  0.335
H -3.3127 2.1553 1.9862  0.356
H -3.5688 0.3978 1.9598  0.412
H -1.9090 0.3739 -0.0821  -0.602
H -1.1052 0.7545 1.4649  -0.223
H -1.6945 2.5879 -0.4779  0.428
C 1.7583 -3.3976 0.9800  -0.981
C 1.6193 -2.5636 2.1644  -0.306
O 0.8932 -1.3713 1.8078  0.045
H 2.1823 -4.4179 1.1136  0.393
H 2.2780 -3.0154 0.0624  0.217
H 0.7352 -3.6530 0.6559  0.154
H 2.6039 -2.3287 2.6248  0.349
H 1.0329 -3.1365 2.9463  0.320
H 0.7622 -0.9559 2.6539  0.021
O 1.4677 2.2967 0.4220  -0.657
H 0.4996 2.1886 0.5243  0.220
H 1.7814 1.6278 -0.2109  0.325
O 1.6230 -0.3281 -1.1104  -0.648
H 0.6888 -0.2024 -1.3829  0.203
H 1.4517 -0.6776 -0.2145  0.333

Orbital gap   10.624 eV
Multiplicity   1
SMILES string   CCO.CCO.CCO.CCO.CCO.CCO.CCO.O.O
Highest occupied orbital energy   -10.08 eV

=====

Stability, highest: arrangement B

=====

Arrangement A

Computed, not measured: one molecule with the formula C3H4O, with ωB97M-V/def2-TZVPD.

Last column: Mulliken charge in e.
CARTESIAN COORDINATES (ANGSTROEM)
C -0.0471 -0.1008 -1.4170  -0.218
C -0.1325 0.5673 0.0355  -0.043
C -0.4224 -0.9323 -0.2575  -0.421
O 0.8006 0.8203 1.0694  -0.515
H 1.5936 1.3590 0.8616  0.309
H -0.9953 1.1428 0.1204  0.325
H -1.2968 -1.4288 -0.3144  0.334
H 0.4999 -1.4274 -0.0979  0.230

Orbital gap   8.376 eV
Multiplicity   1
Highest occupied orbital energy   -9.00 eV

=====

Arrangement B

Computed, not measured: one molecule with the formula C3H4O, with ωB97M-V/def2-TZVPD.

Last column: Mulliken charge in e.
CARTESIAN COORDINATES (ANGSTROEM)
O 1.0443 -0.0680 1.1063  -0.502
C 0.4412 0.2770 -0.0906  -0.077
C -0.4470 -1.0744 -0.6308  -0.997
C -1.3380 -0.2257 -0.3884  0.257
H 1.3118 -0.9947 1.0265  0.374
H 0.0126 1.2765 0.0685  0.259
H 1.1236 0.3713 -0.9399  0.247
H -2.1484 0.4381 -0.1516  0.440

Orbital gap   11.160 eV
Multiplicity   1
Highest occupied orbital energy   -10.13 eV

=====

Arrangement C

Computed, not measured: a 2-piece molecular cluster, C3H4O overall, with ωB97M-V/def2-TZVPD.

Last column: Mulliken charge in e.
CARTESIAN COORDINATES (ANGSTROEM)
C 2.5132 -0.4659 0.3173  0.165
C 0.1388 -0.5958 -0.1607  -0.691
C -0.3082 0.6068 0.1598  -0.403
O 3.1124 0.3776 -0.1498  -0.167
H 0.0654 -1.4274 0.5195  0.285
H 0.5262 -0.8173 -1.1413  0.330
H -0.2586 1.4389 -0.5254  0.243
H -0.7258 0.8202 1.1301  0.237

Orbital gap   10.858 eV
Multiplicity   1
Highest occupied orbital energy   -9.89 eV

=====

Arrangement D

Computed, not measured: a 2-piece molecular cluster, C3H4O overall, with ωB97M-V/def2-TZVPD.

Last column: Mulliken charge in e.
CARTESIAN COORDINATES (ANGSTROEM)
C -0.3237 -0.3103 1.7112  -0.369
C 0.0795 -1.4732 1.3694  -0.154
C 0.3505 0.4788 -1.8652  -0.057
O -0.8291 0.5812 -1.8241  -0.319
H -1.0051 -0.5307 2.4848  0.282
H -0.0915 0.8176 1.5758  0.245
H 0.9631 0.8069 -0.9906  0.162
H 0.8562 -0.3702 -2.4614  0.211

Orbital gap   9.917 eV
Multiplicity   1
Highest occupied orbital energy   -10.23 eV

=====

Stability, highest: arrangement C